C6H12O | ωB97M-V/def2-TZVPD

HOMO energy	-9.703	eV
SMILES	C1=CC1.C=O.CC
Kohn-Sham gap	10.541	eV
electronic energy	-8460.315	eV

Geometry as XYZ:
```
19
Properties=species:S:1:pos:R:3:forces:R:3:mulliken_charge:R:1
C 1.957 1.626 0.284 0.0 -0.1 -0.2 -0.509
C 1.381 1.179 -0.784 0.2 0.0 0.2 -0.180
C 0.657 2.287 -0.075 -0.3 0.2 0.0 -0.448
H 2.795 1.613 0.965 -0.1 0.0 -0.1 0.412
H 1.374 0.521 -1.640 0.0 0.1 0.2 0.393
H -0.244 2.061 0.504 0.2 0.0 -0.1 0.146
H 0.661 3.294 -0.501 0.0 -0.2 0.1 0.228
C 0.354 -0.246 2.117 -0.4 0.0 0.0 -0.198
O -0.827 -0.050 1.978 0.6 -0.1 0.1 -0.399
H 0.987 0.411 2.746 -0.1 -0.1 -0.1 0.329
H 0.871 -1.098 1.633 -0.1 0.1 0.0 0.245
C -0.934 -2.103 -0.659 0.0 -0.1 0.0 -0.753
C -1.554 -0.800 -1.154 0.0 0.1 0.0 -0.570
H -1.466 -2.976 -1.052 0.1 0.1 0.1 0.338
H 0.115 -2.191 -0.968 -0.2 0.0 0.1 0.226
H -0.974 -2.149 0.434 0.0 0.0 -0.2 0.170
H -2.600 -0.720 -0.841 0.1 0.0 -0.1 0.305
H -1.524 -0.728 -2.247 0.0 0.0 0.1 0.320
H -1.030 0.068 -0.741 -0.1 -0.1 -0.1 -0.054
```
Positions in Å, forces in eV/Å.

***

C6H12O | ωB97M-V/def2-TZVPD

HOMO energy	-9.399	eV
SMILES	C=CCCC=O.C
Kohn-Sham gap	10.326	eV
electronic energy	-8462.468	eV

Geometry as XYZ:
```
19
Properties=species:S:1:pos:R:3:forces:R:3:mulliken_charge:R:1
C 1.203 1.189 -1.033 -0.2 0.2 0.0 -0.914
C 0.263 1.372 -0.114 0.1 0.1 -0.2 -0.067
C -1.212 1.220 -0.392 -0.1 0.1 0.0 -0.677
C -1.871 -0.135 -0.021 0.0 0.0 0.0 -0.383
C -1.155 -0.978 1.000 0.1 0.4 0.6 -0.178
O -0.525 -0.512 1.923 -0.6 -0.3 -0.4 -0.482
H 2.259 1.300 -0.801 -0.2 0.1 0.0 0.425
H 0.964 0.839 -2.037 0.0 0.2 0.1 0.265
H 0.546 1.632 0.904 0.0 0.0 -0.2 0.339
H -1.738 2.024 0.130 0.0 -0.1 -0.1 0.307
H -1.370 1.387 -1.463 -0.1 0.0 0.2 0.314
H -2.107 -0.729 -0.913 0.2 0.0 0.2 0.312
H -2.836 0.052 0.471 0.0 0.0 -0.2 0.336
H -1.298 -2.077 0.909 0.1 0.1 0.0 0.383
C 1.787 -1.321 0.284 0.0 -0.2 0.0 -0.901
H 1.632 -0.807 1.233 0.2 -0.2 -0.1 0.276
H 2.057 -2.364 0.428 0.1 -0.1 0.2 0.301
H 2.578 -0.809 -0.268 -0.3 -0.3 -0.1 0.273
H 0.823 -1.282 -0.239 0.6 0.0 -0.1 0.071
```
Positions in Å, forces in eV/Å.